Record 1
Computed, not measured: 3 unconnected molecules or ions with the total composition C14H37BFO9P2 in a non-equilibrium geometry, with ωB97M-V/def2-TZVPD.

```
64
Properties=species:S:1:pos:R:3:forces:R:3:mulliken_charge:R:1
O -2.454 -9.050 -3.873 1.05 0.04 -0.26 -0.5716
C -1.961 -8.089 -2.875 1.01 0.83 0.74 -0.0197
C -0.524 -8.472 -2.187 0.18 0.46 -0.94 -0.5412
B -0.589 -8.115 -0.550 1.18 0.03 -0.63 0.4403
F 0.594 -7.351 -0.076 0.03 -0.17 -0.40 -0.4742
H -1.709 -9.484 -4.384 -1.02 1.16 1.34 0.2884
H -2.793 -7.981 -2.033 1.73 -0.57 -1.91 0.1716
H -1.846 -6.997 -3.342 -0.34 -2.18 0.73 0.0737
H 0.382 -7.837 -2.631 -1.93 -1.26 0.45 0.0665
H -0.251 -9.603 -2.320 -0.70 1.95 -0.05 0.1834
H -1.545 -7.484 -0.261 -0.92 0.63 0.08 -0.3408
H -0.574 -9.156 0.000 -0.15 -0.99 0.80 -0.2451
O -2.307 -3.519 0.370 -1.24 -0.49 -4.54 -0.7226
P -1.413 -2.657 -0.554 4.45 2.42 7.91 1.1026
O 0.011 -3.260 0.038 -0.40 -0.19 -0.72 -0.3502
C 0.430 -4.515 -0.485 0.35 -0.79 -0.09 -0.3121
C 0.810 -4.417 -1.951 0.28 -0.06 -0.02 -1.0967
O -1.564 -1.326 0.439 -0.72 0.48 -1.05 -0.4010
C -2.634 -1.193 1.367 -0.13 -0.09 0.19 -0.3794
C -2.246 -1.757 2.722 0.25 -0.11 0.18 -1.0966
O -0.414 -1.693 -1.587 -2.31 -1.53 -1.48 -0.3570
C 0.018 -0.376 -1.265 -0.23 0.91 0.04 -0.1350
C 1.050 -0.323 -0.146 0.14 -0.24 0.16 -0.8040
H -0.359 -5.257 -0.338 0.19 -0.03 0.06 0.3819
H 1.300 -4.836 0.098 -0.30 0.09 0.00 0.2423
H -0.058 -4.175 -2.569 -0.10 -0.02 -0.11 0.2843
H 1.224 -5.367 -2.306 -0.18 0.07 0.15 0.3886
H 1.553 -3.629 -2.109 -0.08 -0.05 0.02 0.2740
H -3.552 -1.647 0.978 0.25 -0.10 0.13 0.3558
H -2.843 -0.124 1.474 0.18 0.05 -0.14 0.3309
H -1.834 -2.768 2.653 -0.22 0.07 -0.17 0.3068
H -3.106 -1.779 3.395 0.01 0.03 -0.02 0.3720
H -1.464 -1.140 3.178 -0.11 0.03 -0.04 0.2737
H -0.842 0.269 -1.062 0.18 -0.11 0.14 0.2374
H 0.484 0.027 -2.171 -0.09 -0.32 -0.13 0.3569
H 0.707 -0.792 0.774 -0.15 0.03 -0.11 0.1917
H 1.305 0.718 0.086 -0.08 -0.05 -0.21 0.2203
H 1.961 -0.849 -0.440 -0.04 0.07 -0.07 0.2996
O 1.089 3.876 0.154 4.44 -1.02 1.40 -0.6236
P 1.786 5.126 0.744 -8.01 4.58 -1.85 1.0560
O 0.624 5.396 1.893 0.49 -0.71 0.73 -0.3013
C 0.711 4.608 3.075 -0.19 -0.01 0.42 -0.2954
C 1.938 4.960 3.897 -0.02 0.09 0.21 -1.0322
O 1.189 6.107 -0.465 1.43 -0.10 0.00 -0.4025
C 0.742 5.584 -1.711 -0.23 -0.22 -0.35 -0.3506
C -0.744 5.280 -1.667 -0.26 0.07 0.16 -1.0896
O 2.565 6.523 1.404 1.75 -2.78 -0.16 -0.3887
C 2.373 7.843 0.911 0.23 0.79 -0.76 -0.1832
C 0.994 8.418 1.209 -0.22 -0.20 0.19 -0.9803
H 0.712 3.548 2.812 -0.05 -0.06 -0.01 0.2651
H -0.192 4.804 3.663 0.07 0.03 -0.23 0.2994
H 2.857 4.701 3.366 0.07 -0.04 0.02 0.3084
H 1.932 4.417 4.848 0.00 0.01 -0.15 0.4017
H 1.973 6.033 4.106 -0.03 -0.17 -0.04 0.2190
H 1.335 4.712 -2.006 -0.22 0.08 0.18 0.3341
H 0.926 6.350 -2.471 0.07 0.12 0.20 0.3283
H -1.022 4.673 -0.800 0.23 -0.07 -0.14 0.2815
H -1.060 4.756 -2.571 0.03 0.04 0.03 0.3737
H -1.318 6.208 -1.585 0.09 -0.05 -0.09 0.3011
H 2.616 7.891 -0.155 -0.21 -0.02 0.17 0.2601
H 3.115 8.473 1.413 0.09 -0.35 0.15 0.3620
H 0.182 7.802 0.828 0.15 -0.02 -0.10 0.2052
H 0.894 9.414 0.763 0.19 -0.11 0.08 0.3615
H 0.839 8.501 2.288 0.10 0.08 -0.05 0.2951
```
Forces are in eV/Å.

Its total energy is -2040.1229 Eh. The calculation puts the LUMO energy at -0.0341 Eh. The net charge is -1.



Record 2
Computed, not measured: a molecular structure, C10H20AlN2, with ωB97M-V/def2-TZVPD.

```
33
Properties=species:S:1:pos:R:3:forces:R:3:mulliken_charge:R:1
C -0.440 0.289 3.102 0.04 0.06 0.04 -1.4631
C -1.391 0.940 2.087 -0.14 0.09 0.09 0.7435
C -2.120 -0.147 1.297 0.19 -0.01 -0.10 -1.2974
C -0.684 1.969 1.191 0.04 -0.02 0.08 -0.9556
Al -1.548 2.780 -0.471 -0.04 0.02 -0.01 0.0764
C -0.741 1.818 -2.064 0.08 -0.05 0.02 -0.5942
N -1.156 0.384 -2.217 -0.15 -0.07 0.02 -0.5864
H -0.172 0.982 3.904 0.02 0.04 -0.06 0.3920
H -0.869 -0.605 3.567 -0.05 0.02 0.02 0.3500
H 0.493 -0.001 2.610 -0.03 -0.07 -0.03 0.2882
H -2.149 1.484 2.666 -0.08 -0.05 -0.07 0.2781
H -2.756 0.295 0.529 -0.05 0.02 0.04 0.3422
H -2.741 -0.778 1.940 0.02 0.00 0.03 0.4284
H -1.395 -0.803 0.799 -0.02 0.01 -0.03 0.0845
H 0.268 1.526 0.854 0.00 -0.01 -0.06 0.2459
H -0.385 2.818 1.821 0.05 -0.04 0.04 0.3537
H -1.190 4.380 -0.552 0.02 -0.05 0.02 -0.3123
H -3.177 2.548 -0.492 0.01 -0.03 0.02 -0.2595
H -0.924 2.331 -3.015 -0.05 0.06 0.03 0.4014
H 0.354 1.833 -1.944 0.02 0.01 -0.07 0.1204
H -1.734 0.114 -1.428 0.02 0.00 -0.01 0.1025
H -1.772 0.286 -3.015 0.08 0.04 -0.02 0.2307
N 3.424 -2.862 -2.056 0.03 -0.02 -0.01 -0.6057
C 2.472 -2.015 -2.449 -0.05 0.02 0.00 -0.4252
C 1.543 -1.433 -1.596 0.04 0.04 0.08 -0.1263
C 1.618 -1.751 -0.248 0.00 0.02 0.01 0.2149
C 2.602 -2.628 0.181 0.00 0.00 0.00 -0.5262
C 3.475 -3.155 -0.758 -0.02 0.02 0.01 -0.2305
H 2.448 -1.787 -3.509 0.01 -0.01 0.00 0.3782
H 0.773 -0.755 -1.957 -0.01 -0.05 -0.07 0.4426
H 0.919 -1.311 0.453 0.00 0.00 0.00 0.2086
H 2.697 -2.900 1.225 0.00 0.00 0.00 0.3611
H 4.257 -3.844 -0.454 0.00 0.00 -0.01 0.3390
```
Forces are in eV/Å.

Its total energy is -744.9899 Eh. The calculation puts the LUMO energy at 0.1166 Eh. The net charge is -1.